Density functional theory data (the ωB97M-V functional and the def2-TZVPD basis) for a 2-piece molecular cluster, C11H20Cl overall.

As for the HOMO energy (spin up / spin down): -0.2497 / -0.3700 Ha. As for the expectation value of S²: 0.7538. As for the energy above the lowest of the compared OMol25 structures with the same formula, charge and spin: 0.328 eV. For the strongest force on any atom, the calculation gives 3.70 eV/Å. The spin multiplicity is 2. For the HOMO-LUMO gap (spin up / spin down), the calculation gives 7.664 / 10.668 eV. The value obtained for the LUMO energy (spin up / spin down) is 0.869 / 0.600 eV.

```
32
Properties=species:S:1:pos:R:3:forces:R:3
Cl 2.236 2.372 -1.523 -0.01 -0.01 -0.04
H 1.284 1.527 -1.335 -0.06 -0.09 0.04
C -0.336 -0.414 -0.628 1.74 2.52 -2.08
C 0.527 -1.387 -1.357 -0.04 -0.45 -0.50
C 1.936 -1.671 -0.775 -0.40 -0.11 0.01
C 1.937 -1.629 0.744 0.21 0.09 0.35
C 1.381 -0.301 1.252 -0.55 0.01 -0.07
C -0.093 -0.067 0.784 0.37 0.04 0.75
C -0.457 1.390 1.175 0.04 -0.47 0.04
C -1.768 1.854 0.559 -0.26 0.42 -0.14
C -1.728 1.762 -0.978 -0.11 0.08 0.46
C -1.389 0.317 -1.431 -0.14 -0.41 -0.30
C -1.075 -1.105 1.366 -0.12 0.16 0.74
H -0.106 -2.313 -1.419 0.78 0.12 -0.16
H 0.695 -1.050 -2.404 -0.44 -0.23 0.42
H 2.282 -2.646 -1.136 -0.06 0.09 0.06
H 2.675 -0.943 -1.146 -0.37 0.00 0.02
H 1.336 -2.452 1.155 0.23 0.04 -0.06
H 2.967 -1.739 1.105 -0.16 -0.17 0.04
H 1.403 -0.244 2.359 0.00 -0.10 -0.48
H 2.018 0.528 0.880 -0.33 -0.34 0.11
H -0.511 1.448 2.273 -0.05 -0.07 -0.17
H 0.375 2.065 0.898 -0.36 -0.25 -0.12
H -2.600 1.248 0.943 0.13 0.15 -0.04
H -1.953 2.894 0.874 -0.08 -0.31 -0.14
H -2.676 2.087 -1.425 -0.01 -0.28 0.21
H -1.026 2.545 -1.335 0.14 -0.80 0.00
H -1.101 0.375 -2.510 -0.21 -0.39 0.70
H -2.274 -0.388 -1.359 0.18 1.06 -0.35
H -1.066 -1.119 2.471 -0.14 -0.18 -0.29
H -2.078 -0.856 0.984 0.22 -0.20 0.47
H -0.815 -2.084 0.940 -0.15 0.08 0.52
```
Positions in Å, forces in eV/Å.

=====

Density functional theory data (the ωB97M-V functional and the def2-TZVPD basis) for a 2-piece molecular cluster, C4H12NO2 overall.

As for the HOMO energy: -0.1096 Ha. As for the energy above the lowest of the compared OMol25 structures with the same formula, charge and spin: 1.432 eV. For the strongest force on any atom, the calculation gives 2.32 eV/Å. The charge is -1. For the HOMO-LUMO gap, the calculation gives 6.915 eV. The value obtained for the LUMO energy is 3.933 eV.

```
19
Properties=species:S:1:pos:R:3:forces:R:3
C 1.256 0.429 0.794 0.33 -1.18 -1.11
C 0.786 -0.270 -0.567 0.45 -0.23 2.26
C 0.835 -1.816 -0.353 -1.35 0.25 -0.29
N -0.516 0.329 -0.910 -0.52 -1.72 0.18
C -1.802 -0.270 -0.017 1.45 -0.03 1.23
O -2.117 -1.516 -0.204 -0.22 0.24 -0.80
H 1.968 1.220 0.564 -0.47 0.60 0.24
H 0.373 0.670 1.380 0.12 0.55 -0.03
H 1.812 -0.264 1.425 0.11 -0.26 -0.11
H 1.572 -0.052 -1.297 -0.34 0.29 -0.36
H 0.530 -2.127 0.650 -0.05 0.28 0.00
H 0.029 -2.207 -0.989 0.45 -0.37 0.01
H 1.797 -2.282 -0.551 0.26 0.18 -0.24
H -0.903 -0.175 -1.711 0.62 0.43 -0.50
H -1.445 -0.101 1.033 -0.08 0.42 0.01
H -2.490 0.555 -0.257 -0.50 -0.09 -0.22
H -0.181 3.178 0.703 -0.50 0.37 -0.21
H -0.598 1.871 0.152 -1.03 0.89 -1.15
O -0.907 2.828 0.157 1.28 -0.60 1.09
```
Positions in Å, forces in eV/Å.

=====

Density functional theory data (the ωB97M-V functional and the def2-TZVPD basis) for one molecule with the formula C3H3NO3.

As for the HOMO energy (spin up / spin down): -0.3085 / -0.3085 Ha. As for the energy above the lowest of the compared OMol25 structures with the same formula, charge and spin: 5.023 eV. For the strongest force on any atom, the calculation gives 6.37 eV/Å. For the HOMO-LUMO gap (spin up / spin down), the calculation gives 8.797 / 8.794 eV. The value obtained for the LUMO energy (spin up / spin down) is 0.401 / 0.401 eV.

```
10
Properties=species:S:1:pos:R:3:forces:R:3
C 0.015 -1.288 -1.576 2.31 -3.31 4.94
C -0.055 0.053 0.226 1.97 -2.03 0.95
C -0.121 1.286 0.980 -2.78 -2.70 0.86
N 0.550 -2.043 -0.108 -0.97 -0.39 -5.54
O 0.008 -1.641 -2.700 -0.45 0.62 0.43
O -0.350 -0.069 -1.013 -0.75 1.00 -1.72
O 0.481 -1.049 0.745 -1.50 3.69 -0.25
H -1.194 1.368 1.249 0.66 0.04 1.09
H 0.025 2.151 0.514 0.92 3.26 -2.94
H 0.640 1.232 1.684 0.61 -0.17 2.18
```
Positions in Å, forces in eV/Å.

=====

Density functional theory data (the ωB97M-V functional and the def2-TZVPD basis) for C5H8O as an isolated structure.

As for the HOMO energy: -0.3061 Ha. As for the energy above the lowest of the compared OMol25 structures with the same formula, charge and spin: 5.827 eV. For the strongest force on any atom, the calculation gives 0.66 eV/Å. For the HOMO-LUMO gap, the calculation gives 8.874 eV. The value obtained for the LUMO energy is 0.545 eV.

```
14
Properties=species:S:1:pos:R:3:forces:R:3
C 0.215 1.909 -0.353 -0.05 -0.03 0.09
C -0.778 0.777 -0.445 -0.08 -0.08 0.20
O 1.055 -0.926 -1.090 -0.05 -0.03 0.10
C 0.964 -1.756 -0.151 0.14 -0.25 0.02
C -0.486 -1.299 1.052 -0.30 0.12 0.19
C -0.877 -0.230 0.501 0.53 -0.23 -0.32
H 1.080 1.583 -0.944 -0.17 0.05 0.08
H -0.172 2.849 -0.761 0.01 -0.22 0.11
H 0.555 2.059 0.675 -0.08 -0.03 -0.15
H -1.401 0.697 -1.339 0.07 -0.06 0.29
H 0.601 -2.789 -0.351 0.03 0.27 0.00
H 1.709 -1.743 0.678 -0.14 0.06 -0.20
H -0.746 -1.889 1.919 0.00 0.17 -0.14
H -1.719 0.759 0.608 0.08 0.27 -0.27
```
Positions in Å, forces in eV/Å.

=====

Density functional theory data (the ωB97M-V functional and the def2-TZVPD basis) for a 2-piece molecular cluster, C6H12O2 overall.

As for the HOMO energy (spin up / spin down): 0.0103 / -0.1224 Ha. As for the expectation value of S²: 0.7538. As for the energy above the lowest of the compared OMol25 structures with the same formula, charge and spin: 0.477 eV. For the strongest force on any atom, the calculation gives 1.52 eV/Å. The charge is -1. The spin multiplicity is 2. For the HOMO-LUMO gap (spin up / spin down), the calculation gives 3.418 / 6.902 eV. The value obtained for the LUMO energy (spin up / spin down) is 3.699 / 3.572 eV.

```
20
Properties=species:S:1:pos:R:3:forces:R:3
O 3.002 0.248 -0.136 0.04 0.21 -0.03
C 1.799 0.717 -0.231 -0.40 -0.28 -0.20
C 0.586 -0.012 0.316 0.86 0.42 0.00
C -0.383 -0.633 -0.701 -1.46 -0.19 0.39
C -1.730 -1.028 -0.090 1.00 -0.19 -0.14
C -2.764 -0.201 -0.094 -0.29 0.41 0.11
C -1.751 -2.355 0.639 -1.06 0.83 -0.06
H 1.596 1.748 -0.558 0.13 0.07 0.05
H 0.983 -0.832 0.906 0.08 -0.17 0.47
H 0.057 0.691 0.990 -0.32 -0.29 -0.18
H 0.015 -1.566 -1.090 0.52 0.10 -0.38
H -0.612 0.052 -1.509 0.32 0.16 -0.23
H -3.700 -0.436 0.395 -0.13 -0.16 0.05
H -2.691 0.803 -0.507 0.06 -0.22 -0.12
H -1.322 -3.180 0.079 0.33 0.05 0.07
H -2.788 -2.595 0.866 -0.20 -0.24 0.01
H -1.289 -2.188 1.605 0.57 -0.34 0.15
H 3.678 4.031 0.382 0.06 -0.49 0.13
H 3.780 2.906 -0.718 -0.29 0.13 0.58
O 3.533 3.830 -0.542 0.15 0.19 -0.68
```
Positions in Å, forces in eV/Å.

=====

Density functional theory data (the ωB97M-V functional and the def2-TZVPD basis) for one molecule with the formula C21H23N3O3.

As for the HOMO energy: -0.3525 Ha. Its SMILES is CCOC(OCC)c1cn(Cc2ccc(C(=O)c3ccccc3)cc2)nn1. As for the energy above the lowest of the compared OMol25 structures with the same formula, charge and spin: 3.863 eV. For the strongest force on any atom, the calculation gives 1.39 eV/Å. For the HOMO-LUMO gap, the calculation gives 9.501 eV. The value obtained for the LUMO energy is -0.092 eV.

```
50
Properties=species:S:1:pos:R:3:forces:R:3
C -1.927 -3.710 0.091 -0.26 0.35 -0.17
C -3.040 -2.825 -0.445 -0.09 -0.24 0.07
O -2.611 -1.474 -0.378 0.10 0.06 0.06
C -3.565 -0.555 -0.836 -0.09 0.02 -0.42
O -4.704 -0.510 -0.015 -0.11 -0.10 0.03
C -4.478 -0.080 1.319 -0.01 0.09 0.26
C -5.702 -0.435 2.146 0.32 0.06 -0.34
C -2.870 0.761 -0.983 0.49 0.11 0.68
C -1.961 1.382 -0.150 -0.37 -0.19 -0.40
N -1.653 2.529 -0.794 -0.42 -0.77 0.39
C -0.710 3.541 -0.398 0.27 0.42 0.03
C 0.657 2.944 -0.180 0.09 -0.03 0.02
C 1.192 2.081 -1.131 -0.03 0.09 0.02
C 2.425 1.493 -0.930 0.06 0.07 0.08
C 3.154 1.774 0.224 -0.24 0.38 0.10
C 4.497 1.183 0.469 0.07 0.10 0.07
O 5.374 1.817 1.022 -0.12 -0.08 -0.07
C 4.707 -0.213 0.014 0.29 -0.37 -0.05
C 5.992 -0.608 -0.354 -0.10 0.12 0.02
C 6.233 -1.906 -0.763 0.06 -0.02 -0.01
C 5.198 -2.827 -0.787 -0.04 -0.03 0.01
C 3.923 -2.448 -0.399 -0.03 -0.13 -0.01
C 3.673 -1.147 -0.003 0.09 0.13 0.04
C 2.635 2.668 1.156 0.18 -0.15 -0.06
C 1.390 3.235 0.963 -0.11 0.03 -0.12
N -2.322 2.600 -1.937 0.36 1.18 -0.64
N -3.049 1.557 -2.058 -0.50 -0.56 -0.24
H -1.710 -3.452 1.124 0.03 -0.02 0.12
H -2.228 -4.752 0.039 0.01 -0.12 0.01
H -1.026 -3.566 -0.498 0.12 -0.04 -0.05
H -3.957 -2.953 0.145 0.09 -0.01 -0.10
H -3.267 -3.079 -1.491 -0.01 0.03 0.11
H -3.964 -0.854 -1.819 0.14 0.05 0.21
H -3.583 -0.574 1.719 -0.09 0.08 0.00
H -4.312 1.008 1.335 0.01 -0.16 0.00
H -5.568 -0.095 3.170 -0.03 0.03 0.11
H -5.857 -1.510 2.144 -0.03 -0.11 0.04
H -6.582 0.041 1.721 -0.12 0.05 0.01
H -1.527 1.100 0.784 0.15 -0.07 0.21
H -0.689 4.273 -1.211 -0.08 -0.09 0.14
H -1.060 4.036 0.513 0.03 -0.03 -0.16
H 0.634 1.868 -2.031 -0.08 -0.04 -0.09
H 2.834 0.831 -1.679 0.01 -0.07 -0.04
H 6.787 0.121 -0.319 0.06 0.05 0.02
H 7.229 -2.203 -1.057 0.08 -0.02 -0.03
H 5.386 -3.843 -1.102 0.01 -0.08 -0.03
H 3.120 -3.170 -0.404 -0.06 -0.06 0.01
H 2.681 -0.861 0.315 -0.07 0.01 -0.02
H 3.216 2.897 2.036 0.06 0.02 0.07
H 0.987 3.912 1.702 -0.06 0.05 0.09
```
Positions in Å, forces in eV/Å.

=====

Question: Among the records above, which one has the highest strongest force on any atom?
Answer: C3H3NO3

=====

Question: Which of these has the lowest strongest force on any atom?
Answer: C5H8O